Record 1
DFT (ωB97M-V with the def2-TZVPD basis set) results for a molecular structure, C28H35F3N4P2Re.

Last column: Mulliken spin population.
CARTESIAN COORDINATES (ANGSTROEM)
Re (2.7064, 2.2518, 2.0759)  1.6075
P (-0.5212, -2.3361, 0.2702)  0.0024
P (-0.1637, 0.1595, -2.0937)  -0.0148
F (5.7053, 1.5324, 2.3638)  0.0234
F (4.7317, 1.7344, 4.3378)  0.0167
F (4.4675, -0.1063, 3.1615)  0.0018
N (-1.2794, 1.4029, -2.4989)  -0.0043
N (0.3065, -0.2161, -3.8101)  -0.0339
N (-0.1942, -4.0517, 0.4934)  -0.0001
N (-2.2021, -2.2834, 0.8419)  0.0007
C (-0.3934, -0.8910, -4.8135)  0.3527
C (-0.2772, -6.3176, 0.6813)  -0.0001
C (-0.8963, 2.7520, -2.5974)  0.0034
C (-3.3511, -2.9020, 0.3290)  0.0001
C (4.5384, 1.2693, 3.0490)  0.1013
C (0.4459, 0.4092, 2.8731)  0.0348
C (-4.0271, -1.3775, 1.8694)  -0.0002
C (-1.4653, -1.1332, -2.0220)  0.0053
C (1.0879, -4.5617, 0.2092)  0.0000
C (-1.9278, 3.4615, -3.1911)  0.0049
C (1.5859, 0.0433, -4.3008)  0.3577
C (-4.4814, -2.3817, 0.9537)  0.0000
C (0.4733, -1.1856, -5.8614)  0.0995
C (0.9966, 3.2615, 1.3044)  0.1116
C (-2.5424, 1.2784, -3.0792)  0.0038
C (0.2476, 0.7718, 1.3875)  0.0149
C (3.8957, 3.8616, 1.5868)  -0.0028
C (1.7306, -0.5711, -5.5423)  0.1634
C (-1.0346, -5.1519, 0.6900)  0.0000
C (1.5962, 2.4991, 3.8969)  0.0252
C (-2.9679, 2.5241, -3.5025)  0.0023
C (1.1105, 1.8974, 0.8160)  0.0033
C (1.0776, -5.9399, 0.3672)  0.0001
C (1.6506, 1.0915, 3.5130)  0.0163
C (-0.9282, -2.4740, -1.5238)  0.0093
C (-0.0751, 3.6668, 2.3125)  -0.0034
C (0.2829, 3.2801, 3.7437)  -0.0093
C (-2.6408, -1.3551, 1.7995)  0.0005
H (1.8782, -3.8822, -0.0545)  0.0000
H (-0.5358, 2.7200, 4.2079)  -0.0002
H (-0.4664, 0.6035, 3.4600)  0.0078
H (0.2249, -1.7856, -6.7173)  0.0018
H (1.2327, 4.0683, 0.5985)  0.0005
H (-4.6535, -0.7451, 2.4925)  0.0000
H (-3.2820, -3.6739, -0.4239)  0.0000
H (-5.5078, -2.6885, 0.7765)  0.0000
H (2.6236, -0.6099, -6.1450)  -0.0004
H (-1.9204, -0.7989, 2.3793)  0.0005
H (0.5295, -0.1282, 0.8078)  -0.0154
H (0.0089, -2.7508, -2.0392)  0.0004
H (-1.4404, -1.1262, -4.7408)  0.0352
H (2.1527, 2.7704, 4.8119)  0.0166
H (-2.2781, -0.7766, -1.3675)  0.0013
H (1.3528, 1.7992, -0.2555)  -0.0042
H (-1.8830, -1.3314, -3.0159)  -0.0040
H (-2.0911, -5.0155, 0.8379)  0.0000
H (0.6042, -0.6760, 2.9320)  0.0014
H (4.8088, 3.3688, 1.2098)  0.0174
H (3.4508, 4.4850, 0.7954)  0.0123
H (2.2710, 0.6395, -3.7208)  0.0146
H (0.3813, 4.1985, 4.3364)  -0.0029
H (2.3521, 0.4475, 4.0548)  0.0042
H (-0.6349, -7.3127, 0.9182)  0.0000
H (-0.8196, 0.9519, 1.1716)  -0.0107
H (-3.9220, 2.7054, -3.9786)  0.0001
H (-1.6799, -3.2615, -1.7108)  0.0011
H (4.2083, 4.5180, 2.4052)  0.0149
H (-1.0742, 3.3040, 2.0189)  0.0111
H (-3.0530, 0.3318, -3.1218)  0.0010
H (0.0642, 3.0574, -2.2147)  -0.0007
H (-0.1655, 4.7632, 2.2774)  0.0024
H (1.9320, -6.6025, 0.3109)  0.0000
H (-1.9363, 4.5207, -3.3868)  0.0002

Output
Highest occupied orbital energy (alpha / beta), hartree: -0.45874 / -0.45874
LUMO energy (alpha / beta), eV: -8.195 / -9.404
Kohn-Sham gap (alpha / beta), eV: 4.29 / 3.08
Net charge: +2
Spin multiplicity: 4

---

Record 2
DFT (ωB97M-V with the def2-TZVPD basis set) results for C13H19NO in the gas phase.

Last column: natural (NBO) charge in e.
CARTESIAN COORDINATES (ANGSTROEM)
O (-0.6572, -0.3312, -1.2017)  -0.5057
N (1.7563, -0.1290, -2.8460)  -0.6252
C (-0.6459, 0.0545, -3.5784)  -0.4244
C (0.8490, 0.1604, -3.9836)  -0.2089
C (-0.9772, 1.3779, 0.4843)  -0.3282
C (-1.0613, 1.6457, 1.8325)  -0.1522
C (-0.5181, -0.9768, 1.0890)  -0.3057
C (-0.6872, 0.0080, 0.0969)  0.3408
C (-0.7872, -0.7156, 4.7880)  -0.3971
C (-0.5586, -0.6014, 2.4136)  0.0898
C (3.0700, -0.4795, -3.4035)  -0.4155
C (-0.7649, 0.6763, 2.8281)  -0.1008
C (-0.7256, 0.7682, 4.3702)  -0.4149
C (-0.9915, 0.6452, -2.2076)  -0.0632
C (-0.3199, -1.5291, 3.5715)  -0.4438
H (-0.9165, -2.4397, 3.4326)  0.2166
H (1.0782, -0.5245, -4.8076)  0.1625
H (2.9482, -1.3330, -4.0454)  0.1630
H (0.1879, 1.3321, 4.7508)  0.2085
H (-1.6040, 1.2168, 4.7335)  0.2124
H (1.0711, 1.1282, -4.3790)  0.1837
H (-1.3194, 2.1295, -0.2001)  0.2180
H (3.7673, -0.7010, -2.5686)  0.2005
H (1.4800, -0.9995, -2.3176)  0.3604
H (-0.1287, -0.8640, 5.6772)  0.2110
H (-1.1903, 0.6094, -4.3683)  0.2129
H (3.5411, 0.3474, -3.9921)  0.1890
H (-0.4059, 1.5602, -2.0322)  0.1841
H (0.8079, -1.7738, 3.5595)  0.2111
H (-0.9503, -0.9595, -3.6876)  0.2140
H (-0.2355, -1.9848, 0.8270)  0.2145
H (-1.3192, 2.6966, 2.1404)  0.2052
H (-1.8252, -1.0119, 5.1070)  0.2066
H (-1.9675, 0.9976, -2.0827)  0.1806

Output
Highest occupied orbital energy, hartree: -0.29167
Energy relative to the best compared isomer or geometry (same formula, charge and spin), eV: 2.208
LUMO energy, eV: 0.985
Kohn-Sham gap, eV: 8.92
Structure (SMILES): CNCCCOc1ccc2c(c1)CCC2

---

Record 3
DFT (ωB97M-V with the def2-TZVPD basis set) results for a molecular structure, C37H37N3O3PSSn.

Last column: Mulliken charge in e.
CARTESIAN COORDINATES (ANGSTROEM)
Sn (-0.2747, 0.0783, -1.0064)  1.9996
S (-1.7003, 1.9362, -1.5593)  -0.4632
P (-0.0774, -0.4893, 1.5093)  1.0422
O (-0.7348, -1.6155, -2.0620)  -0.8821
O (4.1059, 0.0707, -0.4958)  -0.4613
O (-2.2451, -0.9263, -0.6513)  -0.7717
N (0.4628, 3.4584, -1.0423)  -0.0445
N (1.9575, -0.0794, -0.9916)  0.4504
N (-1.5673, 4.5500, -1.3782)  0.0418
C (2.3076, -2.3610, -2.7265)  -1.5019
C (1.6703, -0.7814, 3.4836)  -0.7642
C (-4.5018, -4.4075, -1.9893)  -0.7553
C (-2.4106, -5.5385, -1.5545)  -0.8018
C (2.8889, -0.8877, 4.1392)  -0.8019
C (-3.7678, -5.5807, -1.8550)  -0.5324
C (-1.0314, 5.7868, -1.2029)  0.6633
C (-2.1934, 1.8462, 4.1002)  -0.8336
C (-2.1173, -4.4213, 2.5380)  -0.6463
C (-0.5512, 2.1747, 1.8845)  -0.6036
C (-1.9399, 6.9586, -1.3187)  -1.4081
C (-3.8757, -3.1796, -1.8645)  -0.2143
C (-1.6780, 0.7285, 3.4582)  -0.2951
C (-2.2874, -2.0897, 1.9797)  -0.3888
C (-1.8998, 3.1183, 3.6333)  -0.7538
C (-2.8909, -3.2853, 2.3195)  -0.9431
C (2.5241, 4.6681, -0.6577)  -1.2423
C (2.8839, -0.1287, -0.0715)  0.7765
C (-0.7350, -4.3654, 2.4259)  -0.8910
C (0.3162, 5.8462, -0.9437)  -1.0379
C (1.0551, 4.6643, -0.8884)  0.9367
C (2.4110, -0.9777, -3.3701)  0.5160
C (-1.0710, 3.2832, 2.5279)  -0.8152
C (4.1032, 0.2637, -1.9325)  -0.7693
C (-1.8458, -1.8660, -1.3904)  0.6677
C (-0.8197, 3.4262, -1.2928)  0.2569
C (2.7958, -0.3962, 1.3778)  0.1004
C (-2.5149, -3.1471, -1.5617)  0.4164
C (1.6136, -0.5539, 2.1111)  0.9258
C (2.6307, 0.1386, -2.3304)  -0.3955
C (1.2357, -0.6434, -4.2903)  -1.2809
C (4.0129, -0.4898, 2.0594)  -1.0470
C (-0.8905, -2.0231, 1.8929)  0.7020
C (-0.8500, 0.8940, 2.3498)  0.7574
C (-0.1169, -3.1754, 2.0807)  -0.8279
C (-1.7653, -4.3177, -1.4523)  -0.3273
C (4.0633, -0.7417, 3.4210)  -0.8473
H (-2.7675, 6.8818, -0.6099)  0.3987
H (-1.8477, -6.4554, -1.4428)  0.4704
H (5.0219, -0.8130, 3.9161)  0.4773
H (-5.5622, -4.4511, -2.1957)  0.4653
H (3.1926, -2.5893, -2.1255)  0.3570
H (2.2330, -3.1226, -3.5012)  0.5106
H (-2.5981, -5.3592, 2.7834)  0.4869
H (4.7238, -0.5124, -2.3725)  0.4314
H (2.7661, 4.0609, 0.2173)  0.2902
H (-0.8366, 4.2809, 2.1746)  0.5176
H (4.9354, -0.3701, 1.5124)  0.5518
H (1.4313, -2.4444, -2.0874)  0.1824
H (-2.3726, 7.0024, -2.3216)  0.3921
H (2.9071, 5.6748, -0.5155)  0.4394
H (-2.8935, -1.2207, 1.7646)  0.6116
H (0.9605, -3.1386, 1.9789)  0.4640
H (0.7959, 6.8039, -0.8018)  0.4942
H (-0.6949, -4.2767, -1.2896)  0.4499
H (-1.9066, -0.2603, 3.8333)  0.5416
H (2.9112, -1.0852, 5.2029)  0.5033
H (-4.2476, -6.5340, -2.0312)  0.4560
H (4.5416, 1.2353, -2.1426)  0.3351
H (-1.4043, 7.8846, -1.1318)  0.3854
H (0.7547, -0.8805, 4.0541)  0.4767
H (0.1121, 2.3054, 1.0355)  0.4224
H (2.2512, 1.0764, -2.7440)  0.5564
H (0.2971, -0.5220, -3.7448)  0.1118
H (-4.4360, -2.2605, -1.9815)  0.4807
H (1.4303, 0.2784, -4.8412)  0.4136
H (1.0787, -1.4367, -5.0197)  0.4297
H (-2.8236, 1.7197, 4.9703)  0.4758
H (-0.1401, -5.2497, 2.6114)  0.5001
H (3.3102, -0.9768, -3.9917)  0.4717
H (-3.9675, -3.3378, 2.4113)  0.5008
H (-2.5543, 4.4730, -1.6041)  0.3423
H (3.0268, 4.2128, -1.5135)  0.2601
H (-2.3135, 3.9851, 4.1314)  0.4412

Output
Highest occupied orbital energy, hartree: -0.59222
Energy relative to the best compared isomer or geometry (same formula, charge and spin), eV: 0.000
LUMO energy, eV: -9.616
Kohn-Sham gap, eV: 6.50
Net charge: +3

---

Record 4
DFT (ωB97M-V with the def2-TZVPD basis set) results for C3H8N4O in the gas phase.

Last column: natural (NBO) charge in e.
CARTESIAN COORDINATES (ANGSTROEM)
O (1.6532, -0.1240, -0.5701)  -0.6341
N (-0.6659, -1.4665, 1.2350)  -0.8185
N (1.8638, 1.9299, 0.3433)  -0.8484
N (-0.8381, -2.4373, -0.8084)  -0.7166
N (-0.2220, 1.0082, 0.0248)  -0.6552
C (-1.0757, 0.0350, -0.6286)  -0.2863
C (1.1361, 0.8698, -0.1131)  0.7690
C (-0.8098, -1.3821, -0.1162)  0.4533
H (-2.1152, 0.2835, -0.4031)  0.2211
H (-0.3732, -0.6619, 1.7323)  0.3846
H (-0.6013, 1.9323, 0.1797)  0.3908
H (-0.9298, 0.0463, -1.7168)  0.2051
H (-1.0246, -2.2932, -1.7950)  0.3382
H (-0.3144, -2.3580, 1.5659)  0.3996
H (1.4521, 2.7632, 0.7463)  0.3871
H (2.8648, 1.8547, 0.3240)  0.4103

Output
Highest occupied orbital energy, hartree: -0.32766
Energy relative to the best compared isomer or geometry (same formula, charge and spin), eV: 0.000
LUMO energy, eV: 0.540
Kohn-Sham gap, eV: 9.46
Structure (SMILES): [H]/N=C(/N)CNC(N)=O